C31H27F6N2O2 as an isolated structure at a distorted geometry. Source: the Open Molecules 2025 dataset; level of theory: the ωB97M-V functional and the def2-TZVPD basis.

```
68
Properties=species:S:1:pos:R:3:forces:R:3:nbo_charge:R:1
F -5.71409 3.99773 -2.50870 0.3 -1.2 -0.3 -0.315
C -5.52735 2.69624 -2.89552 -1.6 0.8 -0.8 0.970
F -6.63381 2.00316 -2.49288 1.1 0.5 -0.3 -0.316
F -5.54013 2.69576 -4.26768 0.2 -0.1 1.3 -0.315
C -4.25379 2.13248 -2.34242 0.0 0.0 0.4 -0.087
C -4.28622 0.93560 -1.62834 0.5 0.0 -0.2 -0.193
C -3.08960 0.41034 -1.14868 0.1 -0.1 -0.3 -0.115
C -1.86646 1.12545 -1.23424 -0.5 -0.2 0.2 -0.158
C -0.57894 0.46980 -0.79749 0.9 0.9 -1.5 0.095
C 0.72341 1.12103 -1.10427 -0.1 -0.2 0.5 -0.038
C 0.94203 2.49567 -0.95485 -0.1 0.1 -0.3 -0.207
C 2.14526 3.04798 -1.38445 -0.1 -0.2 0.0 -0.167
C 3.14139 2.19808 -1.86111 0.0 0.0 0.0 -0.112
C 4.45666 2.76523 -2.29860 1.6 0.5 -0.4 0.973
F 5.50122 2.13073 -1.66271 -1.0 0.5 -0.6 -0.326
F 4.67560 2.61620 -3.64218 -0.3 0.1 1.2 -0.314
F 4.57983 4.09206 -2.01587 -0.2 -1.1 -0.3 -0.314
C 2.97180 0.81489 -1.92215 0.1 0.0 0.0 -0.160
C 1.76657 0.27766 -1.51175 -0.3 0.1 -0.5 -0.192
C -1.88044 2.29898 -2.01752 0.3 0.1 0.1 -0.147
C -3.05556 2.80888 -2.55819 0.1 -0.4 0.0 -0.178
H -5.21539 0.38402 -1.48853 0.3 0.2 -0.2 0.254
H -3.11683 -0.63114 -0.82062 0.1 0.4 0.2 0.217
H -0.60374 -0.54450 -1.21444 0.0 0.1 0.6 0.230
H 0.14744 3.15478 -0.59383 0.4 -0.3 0.0 0.235
H 2.28378 4.12931 -1.39206 0.1 -0.4 0.2 0.255
H 3.76220 0.16479 -2.30733 -0.2 0.3 0.2 0.255
H 1.59601 -0.79955 -1.60378 0.1 0.3 0.1 0.220
H -0.94806 2.77134 -2.31420 -0.3 0.0 0.3 0.237
H -3.01277 3.70542 -3.17851 -0.1 -0.3 0.2 0.254
C -1.65772 -4.55995 -1.50499 0.1 -0.7 -1.0 -0.668
C -1.75020 -3.89278 -0.21852 -0.3 0.3 1.4 0.312
C -2.11115 -4.30785 1.03194 0.1 0.0 -0.3 -0.306
C -2.10903 -3.15276 1.87013 0.0 1.1 -0.2 -0.245
C -1.79815 -2.08028 1.06704 0.0 -2.7 0.8 0.180
C -1.61339 -0.65690 1.32897 -0.6 0.5 0.9 0.064
N -1.70309 -0.30132 2.71158 0.8 -0.1 0.8 -0.427
C -2.96306 -0.19637 3.41969 -0.3 0.1 -0.2 -0.420
C -0.47496 -0.10469 3.29796 -1.2 0.8 1.5 0.670
O -0.30036 0.28101 4.45183 0.1 -0.9 -1.9 -0.563
C 0.54783 -0.40517 2.22497 1.1 0.8 0.6 -0.116
C 1.83493 0.38829 2.41434 -0.1 0.1 0.5 -0.462
C 3.11110 -0.25820 1.94074 0.4 -0.1 -0.2 0.053
C 4.09316 0.55611 1.36561 -0.3 -0.3 -0.1 -0.238
C 5.27801 0.01018 0.88744 0.2 -0.2 0.0 -0.199
C 5.52915 -1.36034 1.02501 -0.4 0.1 0.1 -0.216
C 4.58000 -2.17206 1.65940 0.0 0.1 0.0 -0.183
C 3.38196 -1.62097 2.13175 0.1 0.2 -0.3 -0.269
N -0.24450 -0.23214 0.95200 -0.7 -1.4 -1.9 -0.455
O -1.51246 -2.54004 -0.19461 -0.4 0.3 -0.1 -0.461
H -1.87167 -5.62797 -1.35775 0.1 0.3 -0.1 0.250
H -2.39441 -4.16761 -2.22767 0.3 -0.1 0.3 0.239
H -0.65213 -4.47086 -1.94644 -0.3 0.0 0.1 0.236
H -2.37711 -5.31226 1.34845 0.2 0.3 -0.3 0.251
H -2.32689 -3.10056 2.93592 0.0 -0.1 -0.4 0.246
H -2.39672 -0.08912 0.83224 0.4 0.2 -0.2 0.237
H -2.74838 -0.13534 4.48761 0.0 0.0 -0.2 0.259
H -3.52024 0.69549 3.09572 0.2 -0.2 0.2 0.211
H -3.58168 -1.07463 3.20589 0.1 0.1 0.2 0.210
H 0.78121 -1.48965 2.26076 -0.2 0.5 0.0 0.243
H 1.73749 1.39981 2.00482 -0.1 -0.2 0.0 0.229
H 1.90009 0.50644 3.50707 0.0 0.1 -0.2 0.272
H 3.89821 1.62599 1.27662 0.1 -0.2 -0.1 0.212
H 6.00923 0.65454 0.39610 -0.2 -0.2 0.2 0.231
H 6.45786 -1.78831 0.64248 -0.3 0.1 0.2 0.229
H 4.77364 -3.24131 1.78493 -0.1 0.4 0.0 0.224
H 2.65544 -2.25203 2.65271 0.3 0.1 -0.2 0.206
H 0.16796 -0.99481 0.40112 -0.4 0.2 0.3 0.421
```
Forces are in eV/Å.

Properties
- spin multiplicity = 1
- total charge = +1


C2H3N3O as an isolated structure at a distorted geometry. Source: the Open Molecules 2025 dataset; level of theory: the ωB97M-V functional and the def2-TZVPD basis.

```
9
Properties=species:S:1:pos:R:3:forces:R:3:nbo_charge:R:1
O -1.59490 -1.28184 0.39813 -0.1 -1.7 1.3 -0.648
C -0.34932 -0.79529 0.40186 -0.9 0.9 -0.6 0.578
N 0.04892 0.04975 1.33303 -0.6 0.0 -0.5 -0.334
N 0.72546 0.93728 0.54344 0.5 0.2 -0.1 -0.369
C 0.73794 0.52154 -0.73225 0.4 0.2 0.0 0.192
N 0.18507 -0.65778 -0.83760 -0.3 0.6 -0.2 -0.538
H -1.70197 -1.75175 -0.43772 0.0 -0.1 0.0 0.496
H 0.97282 1.83846 0.91276 0.2 -0.1 0.1 0.416
H 0.97599 1.13964 -1.58164 0.7 0.0 0.1 0.208
```
Forces are in eV/Å.

Properties
- spin multiplicity = 1
- total charge = 0


C28H48AsNPPd as an isolated structure at a distorted geometry. Source: the Open Molecules 2025 dataset; level of theory: the ωB97M-V functional and the def2-TZVPD basis.

```
80
Properties=species:S:1:pos:R:3:forces:R:3:lowdin_charge:R:1
Pd 0.40924 -0.30699 0.07968 0.5 0.5 -1.9 0.607
C -2.57355 -2.05613 3.24166 0.1 0.0 0.0 -0.035
C -2.14090 -1.01664 2.24364 0.0 -0.1 0.0 -0.279
C -2.40900 -1.19256 0.89242 -0.1 0.0 0.0 -0.048
C -2.07893 -0.20736 -0.04262 0.1 0.2 0.4 -0.146
C -1.45810 0.98580 0.37641 -0.4 -0.3 0.2 -0.217
C -1.12412 1.12810 1.73280 -0.5 0.2 0.1 -0.102
C -1.47952 0.15055 2.64646 0.1 0.0 0.1 -0.054
H -3.66081 -2.14488 3.24550 0.0 0.0 0.0 0.092
H -2.24975 -1.80403 4.25129 0.0 0.0 -0.1 0.083
H -2.17125 -3.03823 2.98216 0.0 0.0 0.0 0.083
H -2.92223 -2.09027 0.56575 0.0 0.0 0.0 0.126
H -2.39342 -0.31690 -1.06919 0.0 0.0 -0.1 0.092
H -1.35554 1.81704 -0.30000 0.1 0.1 -0.1 0.100
H -0.67473 2.04922 2.07872 0.1 0.0 0.0 0.117
H -1.24753 0.29881 3.69568 0.0 0.0 0.0 0.123
C 4.96955 0.41216 0.89409 0.0 0.1 0.1 -0.091
C 3.94599 -0.37380 1.72728 0.1 -0.4 0.0 -0.593
C 4.67136 -0.99223 2.93271 0.1 0.2 0.0 -0.071
C 2.87441 0.62231 2.20386 0.2 0.1 0.1 -0.095
P 3.14108 -1.62827 0.54916 -0.2 0.3 0.1 0.903
N 2.21435 -0.88098 -0.51616 -0.2 -0.1 0.1 -0.383
C 4.45183 -2.51850 -0.47754 -0.2 0.2 0.1 -0.582
C 4.94831 -1.55824 -1.57656 0.1 0.0 -0.1 -0.091
C 5.64326 -3.04080 0.33104 0.1 0.0 -0.1 -0.067
C 3.76049 -3.69452 -1.18354 0.1 0.0 -0.1 -0.082
C 2.15371 -2.86674 1.58899 0.3 0.0 -0.2 -0.596
C 3.01684 -3.94183 2.26230 -0.1 0.0 0.1 -0.068
C 1.39274 -2.08719 2.66510 0.0 -0.3 0.0 -0.083
C 1.09732 -3.53426 0.69418 0.0 -0.2 0.3 -0.088
H 5.34088 1.24669 1.49588 0.0 0.0 0.0 0.093
H 4.51625 0.82034 -0.01214 0.0 0.0 0.0 0.082
H 5.83189 -0.19471 0.62341 -0.1 0.1 0.0 0.060
H 5.15057 -0.19247 3.50785 0.0 0.0 0.0 0.098
H 5.45565 -1.68327 2.62587 0.0 0.0 0.1 0.066
H 4.00215 -1.51816 3.61102 0.0 0.0 0.0 0.061
H 3.33397 1.60358 2.34838 0.0 -0.1 0.1 0.091
H 2.41713 0.33131 3.14818 0.0 0.0 -0.1 0.073
H 2.09271 0.76409 1.45626 -0.1 0.1 -0.1 0.030
H 5.75763 -0.91740 -1.23545 0.0 0.0 0.0 0.068
H 4.13793 -0.93039 -1.94517 0.0 -0.1 0.0 0.030
H 5.33198 -2.15272 -2.41086 0.0 0.0 0.1 0.091
H 6.20657 -2.23699 0.80271 0.0 0.0 0.0 0.063
H 6.32286 -3.54717 -0.36125 0.0 0.0 0.0 0.100
H 5.35582 -3.76104 1.09430 0.0 0.0 0.0 0.068
H 2.86742 -3.37056 -1.71888 0.0 0.0 0.0 0.061
H 3.50207 -4.49819 -0.49875 0.0 0.0 0.0 0.064
H 4.45343 -4.10822 -1.92149 0.0 0.0 0.1 0.096
H 3.84578 -3.51513 2.82526 0.0 -0.1 0.0 0.066
H 3.42213 -4.65194 1.54403 0.0 0.0 0.0 0.069
H 2.39763 -4.50964 2.96523 0.0 0.0 0.0 0.097
H 2.03804 -1.68377 3.43823 0.0 0.0 0.0 0.066
H 0.67644 -2.75942 3.14770 0.0 0.0 0.0 0.097
H 0.81779 -1.26024 2.23829 -0.1 0.1 0.0 0.039
H 1.51985 -4.14454 -0.09572 0.0 0.0 0.0 0.064
H 0.44841 -2.79566 0.22728 -0.1 0.1 -0.1 0.038
H 0.47096 -4.18058 1.31849 0.1 0.0 0.0 0.095
C -0.93948 0.59663 -3.68648 -0.2 0.3 0.3 -0.251
As 0.45348 0.07076 -2.43794 0.5 -1.2 0.8 1.181
C 1.97942 0.97834 -3.18041 0.1 0.2 0.2 -0.262
C 0.53187 -1.82806 -2.91695 0.1 -0.1 -0.2 -0.317
C 1.14385 -2.20069 -4.24022 0.0 0.0 0.0 -0.292
C 0.39871 -2.89222 -5.19340 0.0 0.1 0.0 -0.048
C 0.98026 -3.31117 -6.38396 0.0 0.0 0.0 -0.073
C 2.31600 -3.03813 -6.64174 0.0 0.0 0.0 -0.079
C 3.07026 -2.34933 -5.69856 -0.1 0.0 0.0 -0.067
C 2.48814 -1.93647 -4.50838 0.0 -0.1 0.1 -0.069
H -0.60781 0.26524 -4.67079 0.0 0.0 0.0 0.045
H -1.08066 1.67507 -3.69142 0.0 0.0 0.0 0.035
H -1.88307 0.11236 -3.44330 0.0 0.0 0.0 0.026
H 2.10986 0.66442 -4.21455 0.0 0.0 0.0 0.038
H 2.86474 0.75331 -2.59052 -0.1 -0.1 0.0 0.007
H 1.78282 2.04797 -3.14111 0.0 0.0 0.0 0.037
H -0.51082 -2.14936 -2.87669 0.0 0.0 0.0 0.075
H 1.06276 -2.29423 -2.09300 0.1 0.0 0.1 0.015
H -0.64622 -3.11289 -4.99946 0.0 0.0 0.0 0.111
H 0.38782 -3.85761 -7.10849 0.0 0.0 0.0 0.108
H 2.76954 -3.36401 -7.57021 0.0 0.0 0.1 0.107
H 4.11600 -2.13850 -5.88912 0.0 0.0 0.0 0.108
H 3.08822 -1.42648 -3.76213 0.0 -0.1 -0.1 0.082
```
Forces are in eV/Å.

Properties
- spin multiplicity = 1
- total charge = +1


A 2-piece molecular cluster, C4H10N2O2 overall at a distorted geometry. Source: the Open Molecules 2025 dataset; level of theory: the ωB97M-V functional and the def2-TZVPD basis.

```
18
Properties=species:S:1:pos:R:3:forces:R:3:nbo_charge:R:1
C 0.94423 -1.66489 0.64768 -0.1 0.1 0.1 -0.642
C 0.44411 -0.56203 -0.24707 -0.1 2.5 1.6 -0.017
C 1.53664 0.13697 -1.01809 0.0 -0.2 -0.1 -0.639
N -0.28538 0.61545 0.83665 0.8 -3.0 -0.5 -0.376
O -0.25129 2.00238 0.59481 0.7 1.1 -0.7 -0.596
H 0.14222 -2.05670 1.26808 -0.1 0.0 0.1 0.227
H 1.31805 -2.49319 0.04051 0.0 0.1 0.0 0.225
H 1.76391 -1.32619 1.27776 0.1 0.0 0.1 0.207
H -0.29969 -0.95987 -0.93399 -0.5 0.5 0.4 0.220
H 2.28996 0.55373 -0.35178 0.0 0.2 0.0 0.216
H 1.13247 0.90415 -1.67853 0.1 0.2 0.1 0.203
H 2.02873 -0.58369 -1.67655 0.0 0.0 0.0 0.220
H 0.22768 0.55014 1.71862 0.4 0.0 -0.5 0.344
H -0.32745 2.27638 -0.34084 0.0 -1.0 0.5 0.464
N -2.39167 0.10437 -0.54064 0.5 -1.4 0.5 -0.806
C -2.68139 0.55031 0.58623 -4.3 2.6 -4.9 0.864
O -3.59186 1.19506 1.02579 2.4 -1.3 3.0 -0.500
H -1.99927 0.75763 -1.20863 0.2 -0.2 0.3 0.386
```
Forces are in eV/Å.

Properties
- spin multiplicity = 1
- total charge = 0


One molecule with the formula C22H21N3O4S at a distorted geometry. Source: the Open Molecules 2025 dataset; level of theory: the ωB97M-V functional and the def2-TZVPD basis.

```
51
Properties=species:S:1:pos:R:3:forces:R:3:nbo_charge:R:1
O -2.38311 -2.75356 0.22916 -0.1 -0.2 0.2 -0.628
C -1.67630 -2.07298 -0.49033 0.2 0.1 -0.2 0.660
N -2.06986 -1.63092 -1.70345 0.0 0.2 -0.3 -0.610
C -3.40859 -1.82988 -2.20396 -0.3 0.0 0.2 -0.213
C -4.24322 -0.53891 -2.14208 0.2 -0.2 -0.2 -0.424
C -3.61494 0.55411 -2.94177 -0.2 -0.1 -0.2 -0.121
C -3.77789 0.80222 -4.27380 -0.1 -0.2 0.2 -0.018
N -2.99322 1.85581 -4.65945 0.0 0.2 -0.4 -0.519
C -2.30308 2.31504 -3.57593 0.1 0.0 0.5 0.115
C -1.38638 3.35263 -3.46006 0.1 0.1 0.0 -0.234
C -0.83921 3.58448 -2.21685 0.0 0.1 -0.2 -0.215
C -1.19776 2.81098 -1.10881 0.0 -0.1 0.2 -0.235
C -2.10732 1.78249 -1.21557 0.0 0.1 0.0 -0.227
C -2.66904 1.51526 -2.46552 0.1 0.3 -0.4 -0.044
C -0.28165 -1.69936 -0.08771 0.3 0.0 0.2 -0.130
C 0.33377 -0.51509 -0.48345 0.0 -0.3 -0.1 -0.155
C 1.58694 -0.19241 0.00849 0.1 0.1 -0.1 -0.189
C 2.22166 -1.05919 0.87424 0.4 0.2 0.2 -0.322
S 3.81169 -0.61618 1.55243 0.2 -0.2 0.3 2.302
O 4.79257 -1.58150 1.15140 -0.1 -0.2 0.1 -0.934
O 4.06939 0.77228 1.28599 -0.3 0.0 0.0 -0.944
N 3.56467 -0.86623 3.19608 0.2 -0.1 -0.8 -0.858
C 2.96529 0.25472 3.90251 -0.4 0.2 0.0 -0.275
C 1.57820 0.46977 3.39906 0.1 1.0 -0.1 0.249
C 1.01717 1.51287 2.72335 0.4 -0.4 0.5 -0.289
C -0.32910 1.14653 2.47919 -0.2 -0.4 0.2 -0.325
C -0.48279 -0.09039 3.02140 -0.4 0.6 -0.4 0.107
O 0.66312 -0.50590 3.58350 0.3 -0.3 0.4 -0.405
C 1.63958 -2.25099 1.25908 -0.1 -0.2 -0.1 -0.177
C 0.37909 -2.56232 0.78521 0.0 0.0 -0.1 -0.168
H -1.46831 -1.02451 -2.23655 0.1 -0.1 0.1 0.404
H -3.86731 -2.59991 -1.58013 0.1 0.0 -0.2 0.237
H -3.35201 -2.18356 -3.23799 0.0 0.0 0.1 0.192
H -5.24099 -0.75757 -2.52547 -0.1 0.0 0.1 0.220
H -4.33195 -0.22820 -1.10024 -0.1 0.0 0.0 0.218
H -4.40911 0.30161 -4.98314 -0.1 -0.1 -0.1 0.211
H -2.95141 2.24343 -5.58619 0.0 0.0 0.1 0.414
H -1.11553 3.95476 -4.31477 0.1 0.1 -0.1 0.215
H -0.12170 4.38110 -2.09063 0.1 0.1 0.0 0.216
H -0.74366 3.02909 -0.15369 0.0 0.0 0.1 0.211
H -2.38274 1.19252 -0.35290 0.0 -0.1 0.1 0.216
H -0.16789 0.18688 -1.13275 0.0 0.0 0.0 0.218
H 2.07583 0.73286 -0.25157 0.0 0.2 0.0 0.245
H 4.41424 -1.20871 3.61922 0.2 -0.1 -0.1 0.410
H 3.53628 1.17812 3.74418 -0.2 -0.1 0.1 0.221
H 2.94588 0.00897 4.96815 0.1 0.0 -0.1 0.224
H 1.50694 2.41932 2.43414 0.2 0.2 -0.1 0.234
H -1.07537 1.72711 1.97788 -0.2 0.1 -0.1 0.226
H -1.32154 -0.75623 3.06532 -0.1 -0.2 0.0 0.214
H 2.16860 -2.89980 1.93779 0.0 -0.1 0.1 0.240
H -0.12418 -3.46707 1.09094 0.0 -0.1 0.0 0.241
```
Forces are in eV/Å.

Properties
- spin multiplicity = 1
- total charge = 0


One molecule with the formula C8H7N3 at a distorted geometry. Source: the Open Molecules 2025 dataset; level of theory: the ωB97M-V functional and the def2-TZVPD basis.

```
18
Properties=species:S:1:pos:R:3:forces:R:3:nbo_charge:R:1
N -3.49434 -0.35877 0.27420 1.1 0.7 -0.9 -0.294
C -2.47685 -0.12552 -0.24500 -4.7 -1.5 1.4 0.236
C -1.15899 -0.08596 -0.55715 3.1 0.8 1.5 -0.147
C -0.67989 0.58566 -1.61601 1.8 -2.0 2.3 -0.123
C 0.75389 0.80802 -1.71660 -0.8 0.1 -1.6 -0.264
C 1.55630 0.44960 -0.76103 2.2 -0.8 2.5 -0.085
C 1.14854 -0.36451 0.48787 0.6 1.5 -0.2 -0.406
C 1.79528 -1.64344 0.46170 0.1 -0.7 -0.1 0.289
N 2.25379 -2.69136 0.51239 0.2 -0.3 -0.1 -0.304
C -0.35636 -0.43106 0.78342 -0.1 0.5 -0.5 -0.038
N -0.54990 0.63359 1.80706 3.1 -1.1 -2.2 -0.794
H -1.39242 0.76847 -2.31662 -1.5 1.1 -2.3 0.225
H 1.22048 1.12170 -2.62992 -0.2 0.8 -0.3 0.233
H 2.64476 0.72129 -0.72198 -1.1 -0.5 -0.6 0.225
H 1.62565 0.19448 1.32339 -0.5 -0.5 -0.2 0.289
H -0.73269 -1.41408 1.22922 0.8 1.3 -0.9 0.244
H -0.87119 1.43339 1.36410 -0.3 2.2 -1.2 0.354
H -1.28605 0.39849 2.32096 -3.8 -1.5 3.1 0.359
```
Forces are in eV/Å.

Properties
- spin multiplicity = 1
- total charge = 0


Let's list energy in order: -2056.42083; -317.48099; -3855.22626; -418.22608; -1714.37620; -473.21900 hartree.
Let's list HOMO energy in order: -11.702; -9.120; -10.465; -8.379; -8.224; -9.689 eV.